{
  "formula": "C2H6N3O",
  "method": "the ωB97M-V functional and the def2-TZVPD basis",
  "multiplicity": 1,
  "de_lowest_kj_mol": 445.7,
  "orbital_gap_ev": 10.7,
  "total_charge": 1,
  "energy_ev": -8678.5975,
  "symbols": ["N", "C", "N", "N", "O", "C", "H", "H", "H", "H", "H", "H"],
  "positions_angstrom": [[1.762, -0.415, 0.046], [0.483, -0.189, -0.006], [-0.260, -1.251, 0.037], [-1.550, -0.865, -0.049], [-1.636, 0.510, 0.168], [-0.320, 1.096, -0.044], [2.530, 0.265, 0.039], [2.069, -1.274, 0.406], [-1.957, -1.208, -1.176], [-2.151, -1.241, 0.746], [-0.194, 1.877, 0.778], [-0.263, 1.300, -1.127]],
  "mulliken_charge": [-0.341, 0.439, -0.690, 0.163, -0.267, -0.206, 0.238, 0.260, 0.421, 0.381, 0.327, 0.273]
}